Computed, not measured: a molecular structure, C34H42N6O3SW, with wB97M-V/def2-TZVPD.

The geometry in XYZ format:
```
87
C34H42N6O3SW (wB97M-V/def2-TZVPD)
W -1.0942 -0.6845 -0.4276
C -1.1719 -1.1058 2.9842
N -1.4413 -1.7770 1.6613
C -0.7153 -3.1179 1.7608
C 0.7473 -3.1475 1.3076
C 1.4389 -1.8092 1.1097
N 0.9898 -1.1648 -0.1572
C 1.9182 -1.0872 -1.0830
C 1.7802 -0.7260 -2.4482
C 2.9064 -0.6358 -3.2887
C 2.7367 -0.3887 -4.6345
C 1.4534 -0.2561 -5.1676
C 0.3127 -0.3582 -4.3722
C 0.5108 -0.5752 -3.0297
O -0.5356 -0.6846 -2.1609
C -2.9266 -2.1442 1.7004
C -3.8910 -0.9661 1.7229
C -4.1444 -0.3131 0.3463
N -3.1280 -0.7834 -0.6421
C -3.6246 -1.4480 -1.6898
C -2.9690 -2.4279 -2.4459
C -3.6169 -3.0162 -3.5663
C -3.1356 -4.1826 -4.0942
C -2.0418 -4.8292 -3.4862
C -1.4093 -4.3120 -2.3675
C -1.8399 -3.0894 -1.8766
O -1.2746 -2.5647 -0.7822
H -1.5443 -1.7585 3.7733
H -0.1097 -0.9649 3.1432
H -1.6727 -0.1537 3.0739
H -0.7903 -3.3987 2.8102
H -1.2899 -3.8482 1.2009
H 1.3213 -3.7073 2.0470
H 0.8333 -3.7099 0.3768
H 1.2753 -1.1190 1.9334
H 2.5149 -1.9650 1.0472
H 2.9280 -1.3564 -0.7774
H 3.8983 -0.7597 -2.8717
H 3.5974 -0.3094 -5.2843
H 1.3364 -0.0751 -6.2287
H -0.6799 -0.2676 -4.7916
H -3.1192 -2.8067 0.8580
H -3.0618 -2.7371 2.6063
H -4.8465 -1.3337 2.0988
H -3.5765 -0.2251 2.4548
H -5.1179 -0.6197 -0.0324
H -4.1502 0.7768 0.3864
H -4.6697 -1.2533 -1.9281
H -4.4954 -2.5402 -3.9853
H -3.6110 -4.6332 -4.9549
H -1.6927 -5.7677 -3.8999
H -0.5873 -4.8334 -1.8963
S -0.8440 3.5772 -2.3967
C -2.4284 2.9888 -2.5987
C -2.5875 1.8193 -1.9371
N -1.4623 1.3993 -1.2491
C -0.4579 2.2579 -1.4373
H -3.1650 3.5275 -3.1755
H -3.5025 1.2553 -1.9010
H 0.5412 2.1553 -1.0254
C 5.5428 2.9890 1.1981
C 4.5523 4.0983 1.5113
N 3.2888 3.6119 2.1189
C 3.1251 3.7434 3.5765
C 3.8410 2.6522 4.3535
C 2.4367 2.9904 1.3314
O 2.5967 2.7501 0.1240
C 1.0607 2.5190 1.8012
C 0.0435 3.2537 2.3768
C -1.2662 2.7687 2.2755
C -1.5122 1.6124 1.5890
N -0.5152 0.8501 1.0500
C 0.7327 1.3041 1.2015
H 6.4508 3.4297 0.7881
H 5.1423 2.2985 0.4577
H 5.8240 2.4396 2.0952
H 4.2860 4.6512 0.6114
H 4.9788 4.8036 2.2218
H 2.0646 3.7569 3.8215
H 3.5094 4.7256 3.8478
H 3.4529 1.6638 4.0955
H 3.6997 2.8047 5.4225
H 4.9115 2.6602 4.1580
H 0.2266 4.2177 2.8343
H -2.0989 3.3270 2.6824
H -2.5273 1.2847 1.4279
H 1.5350 0.7753 0.7164
```

energy relative to the best compared isomer or geometry (same formula, charge and spin)	0.0	kcal/mol
LUMO energy	-14.061	eV
largest force on an atom	0.006	Eh/bohr
frontier orbital gap	0.16595	hartree
net charge	+4
DFT total energy	-63644.943	eV


Computed, not measured: 2 unconnected molecules or ions with the total composition CCl2O3S2 at a distorted geometry, with wB97M-V/def2-TZVPD.

The geometry in XYZ format:
```
8
CCl2O3S2 (wB97M-V/def2-TZVPD)
C 0.2240 0.1647 -3.6530
O 0.5515 -0.4599 -4.5553
O -0.2731 0.7068 -2.7539
O -1.4356 0.0693 0.5897
S 0.3545 1.2608 2.5409
S -0.2465 -0.4205 1.2140
Cl -0.7939 -1.7569 2.7488
Cl 1.6191 0.4357 3.8688
```

energy relative to the best compared isomer or geometry (same formula, charge and spin)	2.9	kcal/mol
LUMO energy	-0.766	eV
largest force on an atom	0.040	Eh/bohr
frontier orbital gap	0.33528	hartree
DFT total energy	-53894.661	eV


Computed, not measured: 3 unconnected molecules or ions with the total composition C2H13N2O2 at a distorted geometry, with wB97M-V/def2-TZVPD.

The geometry in XYZ format:
```
19
C2H13N2O2 (wB97M-V/def2-TZVPD)
C -0.6706 -1.8198 0.1835
N 0.6162 -2.1818 0.8018
C -0.9891 -0.3555 0.2966
N 0.0335 0.5273 -0.1260
H -0.6411 -2.1806 -0.8623
H -1.3876 -2.4817 0.7081
H 0.9526 -3.1114 0.6029
H 0.4086 -2.1540 1.8158
H -1.9834 -0.3272 -0.1968
H -1.2338 -0.1056 1.3819
H -0.1054 1.4032 0.3325
H 0.1605 0.7423 -1.0840
H 0.9231 0.0822 0.2233
H 1.9917 1.0655 -2.2923
H 1.8114 0.0234 -3.2886
O 1.3414 0.3346 -2.5334
H -0.4553 3.8255 2.0495
H -0.1699 3.5411 0.6078
O -0.6028 3.1726 1.3796
```

energy relative to the best compared isomer or geometry (same formula, charge and spin)	25.3	kcal/mol
LUMO energy	-3.205	eV
largest force on an atom	0.096	Eh/bohr
frontier orbital gap	0.37957	hartree
net charge	+1
DFT total energy	-9353.536	eV


Computed, not measured: 5 unconnected molecules or ions with the total composition H10O5 at a distorted geometry, with wB97M-V/def2-TZVPD.

The geometry in XYZ format:
```
15
H10O5 (wB97M-V/def2-TZVPD)
O -0.1404 -2.2414 -0.5134
H -0.2074 -2.8654 0.2216
H 0.7006 -2.8294 -0.8434
O -2.5944 0.3696 -1.2684
H -2.6014 -0.6834 -1.2774
H -2.1814 0.5766 -2.0144
O -0.1984 0.2386 0.1966
H -0.9194 0.7656 -0.0254
H -0.0774 -0.6544 0.0226
O 2.6346 0.3936 -1.0514
H 1.8726 0.9426 -0.6894
H 3.0666 0.2716 -0.1524
O -0.0324 1.7456 2.7616
H 0.7386 2.4526 2.8066
H -0.0604 1.5176 1.8266
```

energy relative to the best compared isomer or geometry (same formula, charge and spin)	56.4	kcal/mol
LUMO energy	0.124	eV
largest force on an atom	0.146	Eh/bohr
SMILES string	O.O.O.O.O
frontier orbital gap	0.40210	hartree
DFT total energy	-10398.402	eV


Computed, not measured: a molecular structure, C38H68FeN3O4SbSi3 at a distorted geometry, with wB97M-V/def2-TZVPD.

The geometry in XYZ format:
```
118
C38H68FeN3O4SbSi3 (wB97M-V/def2-TZVPD)
Fe 0.9791 1.0810 0.8238
C 0.4158 -1.0846 2.3952
C 1.6427 -1.5241 1.8376
C 2.6187 -0.5261 2.1777
C 1.9606 0.4377 2.9950
C 0.5978 0.0934 3.1369
C -0.4649 0.7311 3.9940
C -0.8383 -0.2465 5.1183
C 0.0235 2.0431 4.6061
C -1.7118 1.0104 3.1383
C 4.0808 -0.3433 1.7855
C 4.1892 -0.1503 0.2636
C 4.9922 -1.4914 2.2442
C 4.6602 0.9343 2.4132
C 1.7364 -2.9550 1.3295
C 0.3474 -3.4840 0.9342
C 2.6028 -3.1785 0.0885
C 2.2384 -3.8021 2.5132
H -0.5033 -1.6347 2.3688
H 2.4424 1.2212 3.5475
H 0.0202 -0.4462 5.7552
H -1.1806 -1.1907 4.7025
H -1.6357 0.1698 5.7287
H 0.8972 1.8786 5.2285
H -0.7547 2.4736 5.2304
H 0.2763 2.7606 3.8306
H -2.2087 0.0796 2.8780
H -1.4307 1.5249 2.2153
H -2.4173 1.6287 3.6907
H 3.7923 -0.9944 -0.2841
H 5.2286 -0.0117 -0.0289
H 3.6325 0.7400 -0.0415
H 4.7635 -2.4291 1.7509
H 4.9020 -1.6346 3.3189
H 6.0306 -1.2440 2.0243
H 4.0768 1.8021 2.1168
H 5.6785 1.0843 2.0597
H 4.6932 0.8666 3.4972
H -0.1212 -2.8032 0.2245
H -0.3015 -3.6190 1.7931
H 0.4557 -4.4555 0.4576
H 3.6479 -2.9530 0.2510
H 2.2170 -2.5691 -0.7268
H 2.5421 -4.2240 -0.2098
H 1.5363 -3.7211 3.3399
H 3.2041 -3.4608 2.8696
H 2.3192 -4.8481 2.2255
O -4.0294 5.9521 -1.2048
C -3.7454 4.8882 -2.0786
C -2.6923 4.0099 -1.4636
C -2.4699 2.7129 -1.9176
C -1.5550 1.9248 -1.2450
N -0.8551 2.3366 -0.1968
C -0.9976 3.6112 0.1964
C -1.9089 4.4692 -0.4174
C -0.0833 4.1094 1.2294
C -0.3790 5.2566 1.9661
C 0.5899 5.8252 2.7794
C 0.2890 7.0684 3.5803
O -0.8217 7.7870 3.1194
C 1.8314 5.1932 2.8378
C 2.0052 4.0086 2.1464
N 1.0839 3.4573 1.3644
H -4.7137 6.5077 -1.5887
H -3.3739 5.2594 -3.0485
H -4.6454 4.2833 -2.2742
H -3.0122 2.3240 -2.7661
H -1.3872 0.9025 -1.5584
H -2.0284 5.4869 -0.0880
H -1.3582 5.7077 1.9174
H 1.1806 7.7053 3.6484
H 0.0306 6.7528 4.5967
H -0.6112 8.2277 2.2898
H 2.6455 5.6067 3.4133
H 2.9418 3.4753 2.2081
O 1.7980 1.3169 -1.4303
N 1.2251 0.2868 -1.8199
O 0.6044 -0.3555 -0.9083
C -4.3118 -0.1281 -1.3513
Si -3.4802 -1.8443 -1.4300
C -3.1990 -2.4058 0.3753
C -4.6437 -3.0451 -2.3640
Sb -1.0114 -1.9708 -2.4664
Si -0.9886 -4.4708 -3.2526
C 0.8414 -4.8423 -3.6240
C -1.5941 -5.6046 -1.8422
C -2.1062 -4.6532 -4.7918
Si 0.4514 -0.5997 -4.3156
C -0.3130 -1.4399 -5.8708
C 2.2880 -1.1430 -4.2411
C 0.0824 1.2715 -4.4702
H -5.3146 -0.2311 -0.9485
H -4.4000 0.3438 -2.3225
H -3.7689 0.5437 -0.6969
H -4.0894 -2.2421 0.9748
H -2.3907 -1.8367 0.8242
H -2.9437 -3.4580 0.4517
H -5.5855 -3.1333 -1.8286
H -4.2223 -4.0408 -2.4521
H -4.8708 -2.6953 -3.3665
H 1.4629 -4.5335 -2.7873
H 1.1876 -4.3154 -4.5076
H 1.0108 -5.9028 -3.7890
H -0.7571 -6.0109 -1.2850
H -2.1619 -6.4452 -2.2285
H -2.2264 -5.0761 -1.1362
H -2.3218 -3.6958 -5.2531
H -3.0559 -5.1115 -4.5347
H -1.6285 -5.2753 -5.5411
H -0.1792 -2.5174 -5.8409
H 0.1678 -1.0778 -6.7756
H -1.3763 -1.2353 -5.9641
H 2.4544 -1.8772 -3.4598
H 2.9480 -0.3046 -4.0449
H 2.5964 -1.5913 -5.1818
H -0.9826 1.4742 -4.4101
H 0.4239 1.6258 -5.4390
H 0.5777 1.8628 -3.7082
```

energy relative to the best compared isomer or geometry (same formula, charge and spin)	20.8	kcal/mol
2S+1	6
LUMO energy (alpha / beta)	-2.625 / -4.100	eV
largest force on an atom	0.023	Eh/bohr
frontier orbital gap (alpha / beta)	0.23795 / 0.19351	hartree
net charge	+1
DFT total energy	-117722.376	eV


Computed, not measured: 2 unconnected molecules or ions with the total composition C3H13N3 at a distorted geometry, with wB97M-V/def2-TZVPD.

The geometry in XYZ format:
```
19
C3H13N3 (wB97M-V/def2-TZVPD)
C 0.7925 -0.4405 1.1821
N 0.1468 1.0128 1.2193
C 1.1388 2.0072 1.5580
H 1.5217 -0.5188 1.9973
H 1.4031 -0.7315 0.3334
H -0.0499 -1.0979 1.3723
H -0.5893 1.0187 1.9213
H 1.8790 2.0519 0.7556
H 1.6805 1.7778 2.4959
H 0.6666 2.9878 1.6697
N -0.1331 -0.0104 -1.3883
C -1.3550 -0.7639 -1.5338
N -1.0224 -2.0606 -2.1048
H 0.2458 0.2543 -2.2884
H -0.2568 0.8085 -0.7912
H -1.8117 -0.8318 -0.5308
H -2.0933 -0.2896 -2.2055
H -1.8442 -2.6648 -2.1262
H -0.3191 -2.5092 -1.5357
```

energy relative to the best compared isomer or geometry (same formula, charge and spin)	22.0	kcal/mol
LUMO energy	1.092	eV
largest force on an atom	0.053	Eh/bohr
SMILES string	CNC.NCN
frontier orbital gap	0.35758	hartree
DFT total energy	-7791.072	eV


Computed, not measured: a gas-phase ion, C4H11NP (charge -1), with wB97M-V/def2-TZVPD.

The geometry in XYZ format:
```
17
C4H11NP (wB97M-V/def2-TZVPD)
C 2.2991 -0.6116 0.2545
C 1.1473 0.2088 -0.3556
P -0.0356 0.9656 0.9411
N -0.0493 2.5787 0.7091
C -1.6499 0.3000 0.1914
C -1.7484 -1.1843 -0.1974
H 2.0943 -0.8329 1.3062
H 3.2448 -0.0645 0.2260
H 2.4555 -1.5649 -0.2598
H 1.5415 1.0864 -0.8739
H 0.6335 -0.3913 -1.1143
H -0.2837 2.8019 -0.2637
H -1.9235 0.9549 -0.6451
H -2.3881 0.4970 0.9742
H -2.2918 -1.7616 0.5551
H -0.7675 -1.6559 -0.3043
H -2.2783 -1.3262 -1.1434
```

LUMO energy	4.169	eV
largest force on an atom	0.004	Eh/bohr
SMILES string	CCP([NH-])CC
frontier orbital gap	0.25271	hartree
net charge	-1
DFT total energy	-15105.009	eV


Computed, not measured: a molecular structure, C22H34N2O4P2PtS at a distorted geometry, with wB97M-V/def2-TZVPD.

The geometry in XYZ format:
```
66
C22H34N2O4P2PtS (wB97M-V/def2-TZVPD)
Pt -0.2335 0.1049 0.2494
P -1.9681 -0.5328 -1.1850
P 1.9444 0.5344 1.1586
N 0.2093 -1.7783 0.1821
H -1.2735 1.3721 0.0913
C -1.8353 0.3461 -2.7627
H -2.8139 0.3756 -3.2594
H -1.1159 -0.1858 -3.3985
H -1.4658 1.3643 -2.5995
C -3.5394 -0.1286 -0.3573
H -4.3624 -0.1697 -1.0838
H -3.4875 0.8739 0.0844
H -3.7065 -0.8605 0.4458
C -2.1531 -2.2913 -1.6121
H -3.0596 -2.4279 -2.2211
H -2.2332 -2.8815 -0.6890
H -1.2774 -2.6255 -2.1823
C 3.0514 1.3745 -0.0092
H 3.9774 1.6492 0.5047
H 2.5650 2.2755 -0.3936
H 3.2568 0.6989 -0.8433
C 1.8947 1.5877 2.6307
H 2.9126 1.9406 2.8323
H 1.5148 1.0152 3.4825
H 1.2271 2.4327 2.4415
C 2.8571 -0.9530 1.6819
H 3.6786 -0.6390 2.3402
H 3.2747 -1.4503 0.7989
H 2.2126 -1.6597 2.2186
C 0.8906 -2.7401 -0.4261
C 2.1145 -3.5849 -2.3820
C 1.4122 -2.5686 -1.7494
C 1.1265 -4.0169 0.1943
C 1.8577 -5.0020 -0.4392
C 2.3543 -4.7998 -1.7330
H 2.4761 -3.4149 -3.3919
H 1.2435 -1.6020 -2.2354
H 0.7352 -4.1703 1.1955
H 2.0396 -5.9367 0.0820
H 2.9247 -5.5901 -2.2252
C -0.7925 2.7659 -0.0478
O 0.4917 2.3888 0.0158
C -1.1639 3.4836 -1.3460
H -1.5619 4.4679 -1.0646
H -1.9435 3.0383 -1.9708
H -0.2625 3.6693 -1.9329
C -1.2831 3.6376 1.0896
H -0.5024 4.3895 1.2513
H -1.4645 3.1158 2.0274
H -2.2025 4.1671 0.8082
O -1.2308 1.4720 3.1383
C -1.3729 0.2438 3.1375
N -1.0223 -0.5937 2.0878
S -1.0114 -2.2375 2.4463
O -1.8660 -3.0058 1.5717
O 0.3275 -2.7233 2.7441
C -1.8025 -1.9244 4.0057
C -2.1967 -2.8649 4.9551
C -2.6544 -2.3952 6.1979
C -2.6941 -1.0160 6.4752
C -2.3202 -0.0924 5.5016
C -1.8766 -0.5680 4.2594
H -2.1468 -3.9237 4.7104
H -2.9784 -3.1079 6.9573
H -3.0230 -0.6668 7.4570
H -2.3492 0.9855 5.6517
```

energy relative to the best compared isomer or geometry (same formula, charge and spin)	0.0	kcal/mol
2S+1	5
LUMO energy (alpha / beta)	0.430 / -1.132	eV
largest force on an atom	0.068	Eh/bohr
frontier orbital gap (alpha / beta)	0.21959 / 0.21829	hartree
DFT total energy	-67189.630	eV


Computed, not measured: a molecular structure, C47H46AsCrN6OTe at a distorted geometry, with wB97M-V/def2-TZVPD.

The geometry in XYZ format:
```
103
C47H46AsCrN6OTe (wB97M-V/def2-TZVPD)
Cr 0.1674 0.4162 0.2354
N 1.1848 -1.7368 -2.0376
C 2.5452 -1.6721 -1.7873
C 3.3586 -2.7790 -1.8520
C 4.7427 -2.6592 -1.6545
C 5.3118 -1.4416 -1.4100
C 4.5013 -0.2917 -1.2985
C 5.0208 1.0012 -1.0858
C 4.1632 2.0619 -1.0020
C 2.7863 1.8395 -1.1177
N 2.2471 0.6530 -1.3038
C 3.0957 -0.4104 -1.4423
H 0.8264 -0.8735 -2.4232
H 0.9152 -2.5440 -2.5778
H 2.9241 -3.7416 -2.0942
H 5.3605 -3.5438 -1.7342
H 6.3835 -1.3432 -1.2945
H 6.0922 1.1431 -1.0193
H 4.5321 3.0685 -0.8640
H 2.0934 2.6730 -1.0789
C -1.2906 -5.5061 -2.6339
C -1.2348 -5.3755 -1.2549
C -1.3697 -4.1257 -0.6668
C -1.5758 -2.9996 -1.4533
C -1.6252 -3.1354 -2.8391
C -1.4827 -4.3829 -3.4266
As -1.7126 -1.2180 -0.6317
C -3.1898 -0.6164 -1.7569
C -3.1082 -0.0061 -2.9989
C -4.2652 0.3742 -3.6621
C -5.5041 0.1465 -3.0788
C -5.5932 -0.4617 -1.8373
C -4.4366 -0.8452 -1.1664
C -4.3830 -1.4860 0.1580
C -5.4851 -1.8441 0.9263
C -5.3074 -2.4497 2.1605
C -4.0295 -2.7096 2.6334
C -2.9230 -2.3547 1.8732
C -3.0916 -1.7392 0.6418
H -1.1839 -6.4797 -3.0935
H -1.0844 -6.2497 -0.6351
H -1.3161 -4.0300 0.4108
H -1.7785 -2.2608 -3.4608
H -1.5217 -4.4768 -4.5042
H -2.1429 0.1922 -3.4513
H -4.1979 0.8542 -4.6295
H -6.4065 0.4543 -3.5907
H -6.5632 -0.6344 -1.3894
H -6.4863 -1.6554 0.5615
H -6.1696 -2.7152 2.7580
H -3.8877 -3.1905 3.5921
H -1.9306 -2.5568 2.2551
N -1.7998 0.8576 1.9743
H -1.4113 1.4790 2.6806
H -1.9317 -0.0452 2.4184
H -2.7160 1.2107 1.7181
N 0.2766 -1.2259 1.3626
C 0.3571 -1.7436 2.4181
N 0.2975 -2.4679 3.4338
C 0.7266 -2.4828 4.6625
N 1.0609 -2.5824 5.7669
C 1.2932 4.2915 1.3564
C 0.3323 4.0558 2.5199
C -1.1233 4.2914 2.1106
C 0.5455 2.7129 3.2129
C 0.1674 2.6582 4.5505
C 0.5174 1.5989 5.3659
C 1.4290 0.6816 4.8784
C 1.8389 0.6811 3.5494
C 3.0663 -0.1827 3.2518
C 3.4334 -0.4177 1.7921
C 4.2621 0.5023 3.9365
C 1.2220 1.5970 2.6496
O 1.2586 1.3787 1.3231
H 1.2063 5.3180 0.9957
H 1.0657 3.6249 0.5288
H 2.3236 4.1162 1.6724
H 0.5793 4.7983 3.2860
H -1.4338 3.5697 1.3579
H -1.2428 5.2872 1.6803
H -1.7869 4.2050 2.9731
H -0.4014 3.4863 4.9605
H 0.1664 1.5385 6.3871
H 1.8539 -0.0532 5.5513
H 2.9246 -1.1548 3.7378
H 3.6124 0.5302 1.2887
H 2.6576 -0.9615 1.2604
H 4.3491 -1.0113 1.7434
H 4.4552 1.4757 3.4809
H 5.1572 -0.1133 3.8255
H 4.0765 0.6463 4.9999
Te -1.0481 2.2450 -1.1013
C -0.6062 2.4440 -3.1873
C 0.3641 1.6962 -3.8454
C 0.5963 1.8727 -5.2027
C -0.1368 2.8052 -5.9205
C -1.0963 3.5672 -5.2675
C -1.3313 3.3853 -3.9143
H 0.9667 0.9899 -3.2916
H 1.3568 1.2815 -5.6978
H 0.0389 2.9381 -6.9798
H -1.6648 4.3074 -5.8162
H -2.0793 3.9812 -3.4050
```

energy relative to the best compared isomer or geometry (same formula, charge and spin)	24.8	kcal/mol
2S+1	2
LUMO energy (alpha / beta)	-1.086 / -0.301	eV
largest force on an atom	0.029	Eh/bohr
frontier orbital gap (alpha / beta)	0.23234 / 0.26444	hartree
DFT total energy	-157026.744	eV